37
Properties=species:S:1:pos:R:3:forces:R:3 method="wB97M-V/def2-TZVPD" total_charge=0 de_lowest_ev=0.0000 smiles="CC(=O)N(C)[C@@H]1O[C@@H](N(C)C(C)=O)C[C@H]1[PH2]=N"
C -3.17986 -2.32775 0.25796 0.134 -0.122 -0.184
C -3.24093 -0.94680 -0.35749 2.260 -2.136 -0.549
O -4.07951 -0.22012 -0.03324 -3.271 2.834 0.963
N -2.25326 -0.52206 -1.31054 0.536 -0.810 -0.398
C -2.47070 -1.11077 -2.63936 0.046 0.517 -0.279
C -0.92129 -0.76930 -0.80584 0.259 1.346 -0.491
C 0.22873 -0.32784 -1.70421 0.236 -1.431 0.262
C 1.29944 -0.15103 -0.58915 -0.094 0.838 -1.155
P 2.81023 0.48179 -1.43467 0.032 0.971 -1.249
N 2.50856 1.27493 -2.77767 0.200 -0.602 0.520
C 0.49025 0.75140 0.32072 -0.730 -0.688 0.709
N 0.83456 0.77798 1.73933 0.291 0.779 -0.362
C -0.22052 1.51374 2.50838 0.450 -0.495 0.424
C 2.05332 1.47307 1.96446 -0.761 -1.893 2.215
C 2.70689 1.18682 3.30094 -0.273 0.569 -0.478
O 2.52765 2.23121 1.20092 1.146 1.661 -2.139
O -0.78424 0.10959 0.30129 -0.366 -0.277 0.585
H -4.14702 -2.55008 0.67882 -0.347 0.013 0.045
H -2.48442 -2.31655 1.09045 0.358 -0.111 0.000
H -2.92722 -3.10148 -0.46063 0.297 -0.113 -0.022
H -3.43302 -1.60174 -2.72357 -0.177 -0.194 0.157
H -2.47133 -0.31788 -3.38220 0.003 0.130 -0.124
H -1.68581 -1.80223 -2.93594 0.045 -0.333 0.136
H -0.74281 -1.81449 -0.52023 -0.208 -0.109 0.283
H 0.56357 -1.12957 -2.35933 -0.141 0.028 -0.315
H 0.01629 0.55148 -2.28681 0.035 0.422 -0.017
H 1.38900 -1.15352 -0.18258 0.539 0.061 0.557
H 3.59863 -0.66104 -1.69942 -0.013 -0.045 0.605
H 3.51719 1.32326 -0.55769 -0.056 -0.675 0.315
H 2.95952 0.75105 -3.52144 -0.232 0.250 -0.310
H 0.37705 1.76372 -0.07507 0.167 0.092 -0.179
H -0.70555 0.82736 3.19010 -0.464 -0.063 -0.119
H -0.91231 2.02068 1.84899 -0.253 -0.181 -0.173
H 0.23099 2.28478 3.12143 0.153 0.190 0.107
H 2.70206 0.13372 3.53858 0.002 -0.187 0.118
H 3.69735 1.61750 3.25529 0.290 -0.128 0.117
H 2.14852 1.75020 4.03943 -0.095 -0.108 0.425

---

47
Properties=species:S:1:pos:R:3:forces:R:3 method="wB97M-V/def2-TZVPD" total_charge=0 e_tot_ev=-41049.091
O -0.64507 -0.86350 1.62700 0.904 0.240 0.153
C -1.02849 -0.59073 2.73106 -0.589 -1.061 0.066
C -2.48173 -0.26536 2.97936 0.023 -0.283 0.622
C -3.32657 -0.61123 1.76550 1.615 0.850 -1.380
S -2.89696 0.38642 0.23093 -0.955 0.529 0.527
H -0.37441 -0.80142 3.59651 -0.006 0.576 0.176
H -2.54055 0.70774 3.47116 -0.327 0.341 -0.520
H -2.79955 -0.93856 3.77994 0.081 -0.184 0.184
H -3.00077 -1.58547 1.43692 -0.311 -0.598 0.274
H -4.39307 -0.56369 1.87382 -0.348 0.134 0.257
H -1.61536 0.68075 0.44116 -0.101 -0.188 0.062
H -0.68444 2.57027 -1.16858 0.272 -0.434 -0.661
H -0.16752 1.12117 -1.60781 -0.165 0.420 0.420
O -0.90226 1.75727 -1.66763 -0.425 0.018 -0.054
H 0.48385 -0.96427 -0.50923 -0.245 -0.189 -0.299
H 0.83928 -0.76345 -2.01849 -0.121 -0.717 -0.529
O 0.84731 -0.33712 -1.16905 0.495 0.621 0.508
H -2.75561 -0.82247 -2.81076 0.285 -2.247 -0.459
H -2.63473 -1.40746 -1.45308 0.236 -0.719 -0.140
O -2.58532 -1.68961 -2.38748 2.739 -3.230 2.301
H 3.48205 0.23610 0.20946 0.019 0.169 0.056
H 2.30638 0.71370 -0.65527 0.102 0.046 0.404
O 3.00144 1.03520 -0.05161 0.182 -0.126 -0.508
H -0.32043 -3.16423 -3.59683 -0.385 -0.073 -0.237
H -0.83008 -1.97538 -2.69282 -0.873 -0.583 -0.343
O -0.08745 -2.59409 -2.86952 1.024 0.505 0.435
H 2.59406 3.35760 1.78425 -0.454 0.231 0.825
H 2.60037 2.95525 0.42770 -0.289 -0.727 -0.687
O 1.95548 3.26092 1.07291 0.583 0.458 0.109
H 0.05672 -3.10307 0.49850 -0.045 -0.193 -0.765
H -0.24147 -2.93849 -1.14041 0.277 -0.428 0.997
O -0.34863 -2.59569 -0.21647 -0.149 0.161 -0.300
H 3.30083 0.46592 3.03138 -0.055 0.147 0.144
H 4.55908 1.14002 2.67860 0.794 0.313 -0.736
O 3.95569 1.07624 3.40168 -0.759 -0.298 0.528
H 4.59232 -1.31969 2.15396 -0.027 -0.286 -0.102
H 3.49752 -1.97631 1.24526 0.379 0.061 0.123
O 3.84216 -1.13863 1.57945 -0.285 0.033 0.122
H 1.06198 4.44991 -1.67999 -0.150 -0.249 0.552
H 0.75090 3.91664 -0.22310 0.751 0.158 0.422
O 0.36738 4.23167 -1.04201 -0.613 0.298 -0.728
H 3.13945 -1.61726 -1.22311 -0.072 -0.069 0.309
H 4.22404 -1.61430 -2.21203 0.438 -0.119 -0.009
O 4.07456 -1.85449 -1.29043 -0.504 0.160 -0.386
H -3.25464 0.31698 -2.23322 -0.498 1.357 0.471
H -2.95682 0.40785 -3.72952 -0.372 0.865 -0.161
O -3.58204 0.03494 -3.09479 -2.076 4.308 -2.045

---

56
Properties=species:S:1:pos:R:3:forces:R:3 method="wB97M-V/def2-TZVPD" total_charge=-2 spin_multiplicity=2 e_tot_ev=-54617.046
Hg 1.57395 -0.02459 -0.38354 -0.594 -0.083 -0.464
I 3.40733 -1.97635 -1.61262 0.091 -0.072 -0.062
C 2.95240 1.71237 -1.47604 -0.192 -0.360 0.246
C 3.93256 2.11257 -2.34269 0.146 -0.219 -0.094
C 4.08471 3.49065 -2.64980 -0.126 0.120 0.123
C 3.27444 4.45710 -2.09979 0.117 0.004 -0.073
C 2.25112 4.08393 -1.19490 0.005 -0.007 0.018
C 1.35448 4.95152 -0.52514 -0.084 0.058 0.035
C 0.43352 4.44399 0.36274 0.131 0.009 -0.123
C 0.33154 3.05279 0.62863 -0.134 0.041 0.166
C 1.16852 2.20797 -0.03584 -0.203 -0.106 0.334
C 2.12791 2.70585 -0.91928 0.116 0.345 -0.161
H 4.60499 1.39842 -2.81012 -0.035 -0.035 0.034
H 4.87262 3.78993 -3.33512 0.006 0.014 -0.024
H 3.42384 5.50613 -2.34145 -0.002 -0.011 -0.023
H 1.40665 6.02014 -0.71644 -0.016 0.006 0.046
H -0.23701 5.12289 0.88072 0.005 0.020 0.002
H -0.38000 2.69681 1.36470 0.026 -0.043 -0.039
C -0.89056 -1.72956 -2.53841 0.131 0.045 0.218
Si -0.73460 -1.31721 -0.66337 0.254 -0.045 -0.302
C -0.81328 -3.05774 0.22456 -0.008 0.203 0.125
C -2.02095 -3.91191 -0.17758 0.061 0.122 -0.013
C 0.45425 -3.82232 -0.16659 -0.013 0.084 0.014
C -0.80613 -2.88893 1.74812 -0.011 0.058 -0.015
C -2.31341 -0.20465 -0.33760 0.105 -0.076 0.177
C -2.40375 0.19221 1.14105 0.100 0.034 -0.079
C -3.63569 -0.86187 -0.74932 0.113 -0.028 0.025
C -2.15449 1.06658 -1.17612 0.070 -0.049 -0.100
H -1.81002 -2.26478 -2.79752 -0.026 0.008 0.060
H -0.04105 -2.33663 -2.86001 0.025 0.041 0.017
H -0.86361 -0.80418 -3.11901 0.027 -0.025 -0.018
H -2.08394 -4.03279 -1.26222 -0.044 -0.027 0.001
H -2.95933 -3.48599 0.17877 -0.024 -0.031 -0.021
H -1.92519 -4.91171 0.26809 0.009 -0.011 -0.013
H 0.52818 -3.96090 -1.24760 0.079 -0.001 0.013
H 0.45089 -4.81633 0.30237 -0.048 -0.006 0.021
H 1.35013 -3.29763 0.16540 0.006 -0.031 -0.058
H -1.74257 -2.45942 2.11036 0.014 -0.009 0.026
H 0.01482 -2.24430 2.07287 -0.045 -0.080 -0.028
H -0.68276 -3.86640 2.23458 0.012 -0.013 -0.006
H -2.70209 -0.65813 1.75754 0.037 0.031 0.037
H -3.16239 0.97576 1.27851 -0.016 0.017 -0.025
H -1.44978 0.56728 1.52336 -0.059 -0.044 0.039
H -3.85892 -1.73693 -0.13931 -0.045 -0.002 -0.008
H -3.62672 -1.16748 -1.79852 -0.028 -0.021 -0.007
H -4.46100 -0.14853 -0.61292 0.006 0.018 -0.020
H -1.21837 1.57940 -0.96031 0.011 0.043 0.002
H -2.97895 1.76226 -0.96784 -0.009 -0.008 0.026
H -2.17668 0.83956 -2.24582 0.002 0.026 0.000
F 1.19362 0.37991 5.48162 0.061 -0.145 -0.085
C 1.56826 -0.54688 4.56718 0.007 0.138 -0.132
F 0.90188 -1.68654 4.89822 0.037 0.108 -0.077
F 2.87653 -0.79823 4.80748 -0.132 0.032 -0.047
C 1.26587 -0.10658 3.06202 0.022 -0.138 0.657
O 0.42796 0.79122 2.96820 0.012 -0.052 -0.141
O 1.90026 -0.78178 2.23572 0.048 0.152 -0.202

---

56
Properties=species:S:1:pos:R:3:forces:R:3 method="wB97M-V/def2-TZVPD" total_charge=0 spin_multiplicity=4 de_lowest_ev=10.1384
P -1.42292 -0.26049 -1.92007 -3.914 0.075 -4.589
P -1.00319 0.22336 1.72978 -5.990 -4.269 -0.499
C -2.78811 0.13449 -0.69772 -0.184 -0.480 -0.346
C -2.41312 0.86830 0.60197 -0.210 1.042 0.283
H -3.20648 -0.86594 -0.47664 0.010 0.472 0.159
H -3.55909 0.68437 -1.27223 0.312 -0.087 0.618
H -2.24324 1.93945 0.39291 -0.170 -0.314 -0.007
H -3.33628 0.83836 1.21562 0.587 0.172 0.018
C -2.15452 -0.81577 2.73855 -0.601 0.257 1.389
H -1.68894 -1.08879 3.69142 -0.052 -0.122 -0.047
H -2.51517 -1.73078 2.24435 0.538 0.456 -0.086
H -3.05769 -0.23264 2.98620 0.219 -0.068 0.142
C -0.88809 1.66893 2.85618 0.025 1.238 0.164
H -1.88275 1.75328 3.33894 0.583 0.039 -0.009
H -0.72074 2.59663 2.28236 0.132 -0.185 0.412
H -0.09939 1.49798 3.62643 -0.597 0.252 -0.147
C -1.77213 -1.57009 -3.38590 -0.529 -1.084 -0.349
H -1.21540 -1.29932 -4.30891 -0.566 -0.131 0.701
H -2.84957 -1.53845 -3.63902 0.470 -0.237 0.247
H -1.47952 -2.60372 -3.10900 -0.355 0.591 -0.261
C -2.26361 0.88203 -3.32396 -0.427 0.441 0.362
H -2.45508 1.88741 -2.91539 -0.101 -0.183 -0.296
H -3.20539 0.40972 -3.63368 0.125 0.418 -0.037
H -1.58408 0.95719 -4.19107 -0.413 0.051 0.298
V 1.90589 0.85213 2.72905 1.487 0.094 -1.230
C -0.66280 -1.25801 0.43026 1.186 2.864 3.508
C -0.89326 -1.69794 -0.92414 1.595 0.046 -0.255
C 0.42631 -2.26257 -1.50897 -0.831 -0.308 -0.901
C 1.21174 -1.14927 -2.22334 1.141 0.418 -0.330
C 0.30587 -0.08648 -2.78242 1.681 0.251 -0.488
C -0.16233 1.09786 -2.02091 1.476 -1.750 1.241
C 0.29576 1.29426 -0.61133 0.637 1.242 1.029
C 0.43874 0.05748 0.35866 2.201 -0.656 -1.911
C 3.01448 0.93384 0.85295 -0.055 0.535 0.483
H -0.24272 -2.02850 1.09203 0.617 0.352 -0.179
H -1.74338 -2.38604 -0.96591 0.177 -0.069 -0.123
H 0.18229 -2.96689 -2.30888 0.185 -0.436 0.515
H 1.02873 -2.71961 -0.72254 -0.055 -0.224 -0.174
H 1.95952 -0.76932 -1.51250 -0.106 0.237 -0.507
H 1.80464 -1.50796 -3.08970 -0.323 -0.256 0.577
H 0.21101 -0.09186 -3.87804 0.183 0.421 0.802
H -0.31655 1.99106 -2.58913 -0.480 0.338 0.026
H -0.41691 2.00148 -0.13905 0.362 -0.351 -0.339
H 1.23490 1.90097 -0.62478 -0.374 -0.809 0.256
H 1.28878 -0.55863 0.09326 0.382 0.493 -0.011
H 0.97253 0.55363 1.25465 -0.218 -0.393 -1.761
H 3.22677 1.97443 1.17038 0.757 -0.276 -0.663
H 2.79514 0.91986 -0.23298 -0.182 -0.122 0.841
H 3.83931 0.24025 1.02859 0.119 0.416 -0.033
C 4.81880 0.90692 3.19312 -0.620 -0.783 -0.094
O 3.47370 1.35852 3.40360 1.496 0.479 0.794
C 2.06885 -0.98240 3.05112 -0.878 -4.034 0.891
O 2.17074 -2.13489 3.29387 0.177 3.021 -0.756
H 5.53233 1.25110 3.94216 -0.315 0.391 0.092
H 5.19913 1.12155 2.18141 -0.263 0.518 0.389
H 4.83647 -0.19049 3.22838 -0.050 0.007 0.195

---

56
Properties=species:S:1:pos:R:3:forces:R:3 method="wB97M-V/def2-TZVPD" total_charge=+3 spin_multiplicity=6 de_lowest_ev=0.0000
Fe -0.94499 0.50369 0.01247 -0.263 -0.269 0.299
C 0.36721 -1.11023 5.07546 -0.004 0.005 0.019
C -0.12017 -1.81266 3.86896 -0.009 0.036 -0.031
N -0.36360 -3.07620 3.75305 0.020 -0.050 0.155
N -0.79326 -3.26202 2.47583 -0.011 0.011 -0.101
C -0.82159 -2.14297 1.77617 0.092 0.062 0.058
S -1.23736 -1.86304 0.14451 0.019 0.016 -0.067
N -0.39425 -1.19908 2.64475 -0.074 -0.062 -0.062
N -0.32447 0.13506 2.24923 0.027 0.032 -0.052
H 0.50788 -1.84277 5.86668 -0.006 -0.005 -0.004
H -0.35663 -0.36877 5.41803 0.008 0.006 -0.001
H 1.32274 -0.61767 4.88804 -0.005 0.011 0.000
H -1.04954 -4.19133 2.16824 -0.011 0.002 0.000
H 0.61934 0.49086 2.39430 -0.002 0.015 0.011
H -0.96169 0.70215 2.80694 -0.001 0.004 0.018
C -1.22184 4.47164 1.84829 -0.019 -0.015 0.007
C -1.29615 3.51825 0.70514 -0.025 0.032 0.012
O -0.94100 2.30794 0.86624 0.024 -0.054 -0.044
N -1.75171 3.94119 -0.45601 0.009 -0.038 0.029
C -1.84339 3.08681 -1.63861 0.042 -0.031 0.050
C -2.98801 2.10758 -1.55441 -0.013 0.065 -0.024
C -4.21724 2.44401 -2.08417 -0.027 -0.043 -0.042
C -5.28164 1.55600 -1.98638 0.056 -0.017 0.019
C -5.07277 0.34527 -1.34836 0.003 0.032 -0.019
C -3.81984 0.06902 -0.84079 -0.043 -0.141 0.057
N -2.78321 0.92241 -0.93290 0.095 0.057 0.035
H -0.39752 4.19766 2.50175 0.006 0.009 -0.005
H -2.15143 4.40469 2.41931 0.012 -0.008 0.013
H -1.09801 5.50043 1.51665 -0.015 0.000 -0.007
H -2.05359 4.90321 -0.52460 0.046 0.019 -0.028
H -0.88771 2.57882 -1.76402 0.000 0.008 -0.067
H -1.96522 3.72824 -2.50761 -0.034 0.027 0.020
H -4.33895 3.39555 -2.58444 -0.003 -0.002 -0.006
H -6.24752 1.80499 -2.40548 -0.003 0.008 0.004
H -5.86157 -0.38583 -1.24306 -0.005 0.005 -0.006
H -3.63213 -0.87052 -0.34068 -0.008 0.038 -0.017
C 5.30544 -1.05567 -0.32459 0.016 -0.009 0.002
C 4.60640 -0.48470 -1.54198 -0.042 0.048 -0.048
N 3.22103 -0.04424 -1.23847 0.009 -0.106 0.097
C 2.07466 -0.51167 -1.68056 -0.220 -0.233 0.148
S 0.68162 0.58936 -1.53775 0.291 0.491 -0.361
N 1.86746 -1.66008 -2.28519 -0.023 -0.023 0.053
C 2.74109 -2.85447 -2.37460 0.013 0.072 -0.019
C 1.87575 -4.09814 -2.41709 0.017 -0.013 -0.027
H 6.33496 -1.29871 -0.58366 -0.002 -0.006 0.007
H 4.82204 -1.96439 0.03586 -0.001 -0.004 -0.008
H 5.33516 -0.33170 0.49053 0.005 0.005 -0.008
H 4.56547 -1.18549 -2.36837 0.028 0.004 -0.004
H 5.11908 0.40453 -1.90800 0.020 -0.005 0.016
H 3.15212 0.79847 -0.68670 0.014 0.061 -0.083
H 0.94963 -1.77305 -2.69273 -0.005 -0.007 0.017
H 3.38875 -2.85665 -1.50000 0.015 -0.032 -0.015
H 3.35521 -2.77976 -3.27185 0.007 -0.011 0.004
H 1.30856 -4.22035 -1.49420 -0.019 0.010 -0.008
H 2.50888 -4.97413 -2.54543 0.003 0.000 0.011
H 1.18751 -4.07152 -3.26376 -0.001 -0.004 0.005

---

59
Properties=species:S:1:pos:R:3:forces:R:3 method="wB97M-V/def2-TZVPD" total_charge=0 spin_multiplicity=3 e_tot_ev=-141943.864
Ti 0.25247 -0.96084 -0.44754 -0.218 -0.050 0.773
N -3.34502 -1.22092 1.67331 0.729 2.819 1.965
C -3.86747 -1.46490 0.39328 -0.519 -0.754 -1.192
C -2.90500 -2.10283 -0.67206 -0.336 0.336 1.141
N -1.86821 -1.30813 -1.39501 -0.462 -0.328 -0.272
C -2.42142 -0.00101 -1.75278 -2.068 0.370 -0.040
C -2.22278 0.99099 -0.64472 0.398 2.374 -0.780
N -0.76159 1.04531 -0.46637 -0.510 0.295 0.780
C -1.57738 -2.07248 -2.61575 2.182 1.199 -0.338
C -0.76282 -3.31502 -2.35745 -0.817 -0.249 -0.100
N 0.42428 -2.93356 -1.64382 0.431 0.173 0.767
H -3.51292 -1.89335 2.39271 -0.121 -0.353 0.105
H -3.50522 -0.24696 2.08099 0.294 -2.076 -0.873
H -4.35844 -0.54446 0.03546 0.064 -0.620 -0.243
H -4.62445 -2.27475 0.44787 -0.084 0.549 -0.103
H -3.59116 -2.46668 -1.41162 -0.532 -0.245 -0.755
H -2.49847 -3.01173 -0.20002 0.360 0.516 -0.136
H -3.50357 -0.05212 -1.96178 -0.068 -0.418 0.193
H -2.10201 0.40868 -2.70324 1.075 -0.227 -0.055
H -2.83157 0.81986 0.23266 0.633 -0.663 0.416
H -2.60290 2.02337 -0.93583 0.291 -1.080 -0.188
H -0.43016 1.52184 0.37596 -0.284 -0.258 -0.254
H -0.34879 1.58640 -1.22547 0.135 -0.173 -0.006
H -0.96258 -1.42681 -3.30674 -0.388 -0.420 0.883
H -2.41485 -2.32242 -3.19282 -1.833 -0.349 -0.613
H -0.57820 -3.66131 -3.37005 0.236 -0.742 -0.084
H -1.32781 -4.09604 -1.77691 0.577 0.733 -0.603
H 1.13840 -2.44705 -2.18286 -0.048 -0.358 -0.255
H 0.84091 -3.69603 -1.12672 0.188 0.174 -0.048
O 3.21541 -0.79094 2.38138 0.264 0.824 -0.953
As 2.77498 -0.41691 0.68841 2.043 -0.403 0.544
O 2.30593 -1.80837 -0.11690 0.347 0.110 0.311
O 1.40432 0.42961 0.79743 -1.712 1.269 -0.048
C 4.26312 0.67727 0.06308 -0.168 0.760 0.577
C 5.21636 1.29174 0.93598 -0.593 -1.346 -1.516
C 6.22797 2.08303 0.39220 -1.126 0.054 -1.837
C 6.17893 2.35580 -1.02623 -0.176 -1.805 1.962
C 5.29146 1.64670 -1.83229 -0.245 2.095 -2.292
C 4.23325 0.94982 -1.30388 -0.049 -1.833 0.799
S 1.90139 0.94674 -2.77625 -1.409 -0.098 1.796
O 3.32793 0.22808 -2.06375 0.539 1.024 0.233
O 1.52129 2.12821 -1.95405 0.947 -0.932 -1.026
O 0.99617 -0.20710 -2.33504 0.525 0.548 -1.133
H 3.16456 -1.73452 2.41584 0.002 -1.174 0.391
H 5.12476 0.92710 1.94132 0.476 0.398 0.566
H 7.06357 2.46129 0.94999 -0.058 0.246 0.402
H 6.93564 2.98329 -1.43348 0.400 0.305 -0.443
H 5.25392 1.79085 -2.95905 0.362 -0.118 1.516
C -2.91702 3.16461 4.30295 -0.292 0.432 1.112
S -1.86721 1.65871 4.26951 -1.080 0.619 1.012
C -1.29571 1.84246 2.62010 -1.603 -0.107 -0.509
H -2.42798 4.08394 4.63938 0.641 -0.232 -0.361
H -3.72939 3.12225 5.05242 0.228 -0.700 -0.462
H -3.35057 3.36464 3.33003 -0.101 -0.183 -0.185
H -0.83772 0.93529 2.33413 0.378 -1.177 -0.425
H -0.56512 2.57819 2.54374 1.235 1.535 -0.202
H -2.16182 2.08255 1.97062 0.589 -0.199 0.157
O -0.54933 -1.98399 2.50588 -0.084 -0.277 0.715
C -0.43035 -1.66739 1.42383 0.414 0.190 -0.789